Computed, not measured: 7 unconnected molecules or ions with the total composition C55H121N6O3 at a distorted geometry, with ωB97M-V with the def2-TZVPD basis set.

```
185
Properties=species:S:1:pos:R:3:forces:R:3
C -5.1909 6.7013 0.9894 1.277 0.271 -0.347
C -4.2102 5.6170 0.4468 -0.990 0.807 -0.278
C -3.3494 6.1991 -0.6900 0.096 -0.138 0.208
C -2.4116 5.0915 -1.1648 0.443 0.821 1.104
N -1.3095 5.5396 -2.0975 0.978 -0.068 -0.162
C -0.4401 4.2654 -2.5684 0.613 1.766 2.242
C 1.0477 4.6343 -2.2433 -1.675 0.059 0.207
C 1.0291 6.1523 -2.1926 -1.165 0.507 -1.298
C -0.3045 6.5328 -1.4903 1.172 -1.493 -0.405
C -1.8936 6.1798 -3.2799 -1.557 -1.066 -0.293
H -5.7559 7.1659 0.1887 -0.368 -0.359 -0.245
H -4.5613 7.5220 1.3131 0.094 0.250 0.477
H -5.8499 6.4479 1.8130 0.056 -0.414 -0.071
H -4.8042 4.8123 0.0199 -0.033 -0.452 0.068
H -3.5476 5.2170 1.2212 -0.214 0.053 0.055
H -2.7803 7.0303 -0.2826 0.189 0.191 0.022
H -3.9689 6.6037 -1.4953 -0.055 -0.172 0.095
H -3.0328 4.2978 -1.6011 0.657 -0.002 -0.195
H -1.8682 4.7602 -0.2610 -0.308 -0.379 -0.495
H -0.5865 4.1116 -3.5994 -0.474 -0.022 -1.192
H -0.8009 3.4418 -1.9817 -0.176 -0.484 0.095
H 1.6850 4.1461 -2.9757 0.246 0.349 -0.007
H 1.3070 4.2946 -1.2590 0.103 -0.667 0.471
H 1.0168 6.5047 -3.2255 0.350 0.485 0.120
H 1.8159 6.5874 -1.6160 0.751 0.288 -0.008
H -0.6107 7.5920 -1.5014 -0.078 -0.715 -0.281
H -0.0654 6.1990 -0.5009 -0.706 0.035 1.021
H -2.3699 7.1246 -3.1061 0.028 0.509 0.594
H -2.6995 5.4818 -3.5275 0.140 0.256 -0.830
H -1.1803 6.2969 -4.0584 0.575 -0.070 -0.629
C 3.2385 -2.2985 0.4437 0.436 0.581 -0.101
C 2.3448 -3.3056 1.0956 0.189 0.042 1.009
C 2.1034 -3.0072 2.5889 0.507 1.085 0.011
C 1.1556 -3.9983 3.1511 -0.720 -1.570 0.276
N 0.7840 -3.8650 4.6061 -0.004 0.759 0.244
C 1.9562 -4.1773 5.5494 -1.156 -0.791 0.418
C 1.2402 -4.5977 6.8605 1.404 0.358 0.153
C -0.0686 -5.2747 6.4638 0.147 0.523 0.195
C -0.3083 -4.8649 4.9985 -1.031 -0.262 -0.211
C 0.2475 -2.4967 4.8379 -0.838 0.854 0.238
H 3.6656 -2.7414 -0.4523 0.037 0.258 -0.193
H 4.0792 -2.0151 1.0990 -0.265 -0.089 -0.208
H 2.6629 -1.4128 0.1886 0.153 0.301 -0.142
H 2.8470 -4.2430 0.9807 0.004 -0.966 0.164
H 1.3927 -3.3574 0.5733 -0.219 -0.059 -0.070
H 1.7626 -1.9465 2.6713 -0.114 -0.741 0.007
H 3.0025 -3.0658 3.2088 0.409 0.088 -0.488
H 1.5797 -5.0221 3.1565 -0.116 0.488 -0.625
H 0.2434 -3.9850 2.5339 -0.043 -0.175 0.525
H 2.7097 -3.3981 5.5802 -0.355 0.391 0.108
H 2.4444 -5.0602 5.1484 -0.025 -0.156 -0.253
H 1.1010 -3.7942 7.5888 -0.163 0.242 -0.480
H 1.9304 -5.2504 7.3814 -0.007 -0.389 0.071
H -0.8176 -4.9224 7.1631 -0.464 0.239 -0.308
H -0.0759 -6.3439 6.6266 0.308 -0.281 -0.401
H -1.2916 -4.3596 4.8620 0.764 -0.279 -0.004
H -0.3019 -5.7302 4.3059 0.391 0.536 0.353
H -0.3782 -2.2173 3.9992 -0.158 -0.199 -0.327
H 0.9722 -1.6966 4.9233 0.649 -0.378 0.049
H -0.4075 -2.4170 5.7058 0.308 -0.472 0.202
C -2.8326 -1.2315 -5.1637 0.909 0.135 -1.398
C -1.7800 -0.0904 -4.9179 -0.933 -0.901 -0.536
C -0.6602 -0.0925 -5.9410 1.209 0.191 -0.396
C 0.3686 1.0673 -5.7007 -0.840 -0.962 0.027
N 1.5789 1.1366 -6.6367 -0.744 0.678 0.268
C 2.5672 0.0249 -6.4610 -1.115 0.588 0.594
C 3.1417 0.3483 -5.1292 1.286 -1.293 0.624
C 3.2639 1.8608 -5.0083 -0.096 -0.404 -0.519
C 2.4264 2.3949 -6.1499 -0.280 -1.676 -1.556
C 1.0577 1.1940 -8.0242 -0.063 1.116 -0.501
H -2.3921 -2.2420 -5.2445 -0.079 0.405 0.462
H -3.3140 -1.0953 -6.1623 0.367 0.142 0.655
H -3.6455 -1.2026 -4.4580 -0.147 -0.102 0.486
H -1.3203 -0.1201 -3.9463 -0.068 -0.126 0.762
H -2.3915 0.8069 -4.9944 0.326 0.484 0.034
H -1.0862 -0.0846 -6.9374 -0.099 0.524 -0.292
H -0.1013 -1.0251 -5.9531 -0.048 -0.401 0.484
H 0.7243 1.0853 -4.6787 0.270 -0.472 0.287
H -0.2195 1.9727 -5.7684 0.279 0.605 -0.629
H 3.3604 0.1016 -7.1778 -0.014 0.246 -0.918
H 2.0542 -0.9185 -6.5668 0.001 -0.303 0.061
H 4.1024 -0.1414 -5.1499 0.641 0.089 0.363
H 2.6472 -0.1365 -4.3234 -0.862 -0.099 0.752
H 4.2921 2.0849 -5.1823 0.686 0.598 -0.007
H 2.9699 2.2711 -4.0526 -0.151 -0.142 0.230
H 2.9985 2.6494 -7.0507 -0.110 0.305 0.422
H 1.7360 3.1404 -5.8539 -0.618 0.866 -0.102
H 0.2905 1.9620 -8.0180 -0.162 0.065 -0.220
H 0.6021 0.2660 -8.3899 0.444 0.077 0.476
H 1.8372 1.5378 -8.7032 0.107 -0.275 0.037
C 0.1370 -2.7515 -2.3739 0.877 0.772 0.100
C -1.0681 -3.1846 -1.5279 -0.288 -0.439 -0.542
C -1.1704 -4.6872 -1.2770 1.004 -0.899 0.686
C -2.4743 -5.0271 -0.5836 -0.125 1.941 0.420
N -2.7084 -6.4176 -0.2347 -0.860 -0.813 0.916
C -2.6354 -7.2859 -1.3933 -0.119 -1.591 -1.187
C -3.4421 -8.5346 -1.0406 0.850 -0.570 -0.380
C -4.6440 -7.9395 -0.3348 -0.586 -1.210 0.374
C -4.1012 -6.6737 0.2835 -1.702 1.394 -0.202
C -1.8427 -6.8480 0.8679 1.455 -0.154 0.508
H 0.4139 -1.6850 -2.1901 -0.332 -0.695 0.050
H -0.0347 -2.7988 -3.4509 -0.324 -0.252 0.066
H 1.0660 -3.3383 -2.2090 -0.639 0.131 0.217
H -2.0018 -2.9114 -2.0371 0.151 0.375 0.044
H -1.0787 -2.7139 -0.5420 0.103 0.285 -0.065
H -0.3184 -4.9678 -0.6153 -0.375 -0.014 -0.448
H -1.0931 -5.3145 -2.1723 0.161 0.464 -0.114
H -3.2884 -4.7037 -1.2297 -0.213 -0.117 0.001
H -2.5574 -4.4611 0.3644 -0.046 -0.095 -0.414
H -1.6300 -7.4230 -1.7183 0.874 -0.398 0.096
H -3.1084 -6.7778 -2.1994 -0.648 0.572 -0.691
H -2.8636 -9.1312 -0.3398 0.089 -0.168 0.101
H -3.6098 -9.2186 -1.8993 -0.175 0.761 0.437
H -5.0481 -8.6071 0.4402 0.354 0.138 -0.132
H -5.5031 -7.8072 -0.9852 0.164 0.511 -0.307
H -4.0352 -6.7091 1.3445 -0.025 -0.119 0.813
H -4.7399 -5.8151 0.0536 0.240 -0.022 -0.137
H -1.9370 -6.0917 1.6712 0.278 -0.509 -0.421
H -0.8270 -6.9620 0.4835 0.062 0.364 0.249
H -2.1088 -7.8303 1.2558 -0.330 0.163 -0.134
C -0.6101 3.3345 2.1637 0.397 -0.086 0.495
C -1.4006 2.0253 2.0853 0.298 0.463 -0.935
C -2.5234 2.0583 1.0394 -0.346 0.051 -0.754
C -2.9577 0.6402 0.7442 0.274 -1.337 0.895
N -4.1553 0.4580 -0.1705 1.839 -0.450 -0.025
C -5.2349 1.3434 0.2455 -1.702 0.570 -0.096
C -6.5166 0.6269 -0.1920 0.112 1.047 0.518
C -6.2348 -0.7926 0.2373 0.587 -1.132 -0.653
C -4.6887 -0.9628 -0.0903 -1.805 -0.309 0.359
C -3.8233 0.6636 -1.6216 -0.850 -0.063 -0.374
H -1.2134 4.1960 2.4208 -0.329 0.193 0.050
H -0.0195 3.5683 1.2671 -0.376 -0.358 0.008
H 0.1232 3.2302 2.9720 -0.063 0.125 -0.060
H -1.8550 1.7827 3.0431 0.120 -0.037 0.223
H -0.6563 1.2707 1.7984 -0.345 -0.106 0.110
H -2.1850 2.4499 0.0614 0.106 0.178 0.600
H -3.3783 2.6615 1.3990 0.499 -0.113 -0.115
H -3.2028 0.1073 1.7100 -0.013 0.517 -0.972
H -2.1366 0.1049 0.2483 -0.153 0.205 0.241
H -5.2150 2.3320 -0.1812 0.635 0.274 -0.551
H -5.1721 1.5427 1.3209 -0.189 -0.659 -0.078
H -6.7160 0.7641 -1.2917 0.101 -0.248 1.189
H -7.2673 1.1406 0.4039 -0.670 -0.366 -0.375
H -6.8369 -1.5368 -0.2803 0.135 0.056 -0.489
H -6.4662 -1.0597 1.2732 0.360 0.753 0.119
H -4.5088 -1.4306 -1.0593 -0.109 0.022 0.199
H -4.2335 -1.5707 0.6835 0.489 0.350 0.087
H -3.5362 1.6762 -1.8421 0.110 0.426 0.241
H -4.7533 0.4169 -2.1454 0.248 0.308 -0.099
H -3.0564 0.0000 -1.9972 0.317 -0.186 0.485
C 7.9821 1.9261 6.6188 -1.681 -0.125 1.415
C 7.5950 3.1644 5.8292 0.625 0.880 -0.096
C 7.1006 2.8459 4.3949 0.986 0.681 0.465
C 5.8260 2.0693 4.4530 -0.156 -0.357 0.290
N 5.2503 1.5807 3.1495 -1.201 0.946 -0.306
C 4.6876 2.8049 2.3816 -1.329 -1.309 -0.440
C 3.0946 2.5820 2.4232 2.325 1.327 0.137
C 2.9427 1.0979 2.5347 0.453 -1.333 -0.125
C 4.0735 0.6557 3.4642 -0.192 2.613 -0.283
C 6.2469 0.8674 2.3420 0.423 2.300 -0.345
H 8.6441 1.2145 6.1525 0.268 -0.049 -0.361
H 7.0167 1.4459 6.8573 0.346 -0.519 -0.239
H 8.3181 2.1067 7.6564 0.357 0.423 -0.727
H 8.4679 3.8237 5.7014 -0.309 -0.127 0.086
H 6.8500 3.7425 6.3875 0.080 -0.065 -0.050
H 7.9692 2.3018 4.0356 -0.261 -0.428 -0.699
H 7.0224 3.7732 3.8035 -0.072 -0.269 0.245
H 5.0280 2.6890 4.9224 0.465 -0.608 -0.148
H 6.0064 1.1455 5.0037 -0.210 0.167 0.367
H 5.0452 2.7549 1.3445 0.035 -0.009 0.386
H 5.0498 3.7161 2.8553 -0.188 -0.140 -0.073
H 2.6579 3.0416 1.5467 -0.243 -0.228 -0.184
H 2.8021 3.1678 3.2761 -0.693 -0.108 0.574
H 3.0310 0.6564 1.5516 -0.098 -0.171 -0.320
H 2.0386 0.7073 2.9975 -0.406 0.388 -0.262
H 4.4640 -0.3355 3.4629 -0.185 -0.808 0.067
H 3.7136 1.0279 4.4153 0.308 -0.653 0.664
H 6.6075 0.0593 2.9205 0.749 -0.853 0.220
H 6.9617 1.6628 2.1115 0.653 -0.693 0.253
H 5.8639 0.6354 1.3745 -0.702 -0.769 -0.443
O 1.2954 0.8415 -2.1620 -1.521 0.848 1.833
C 0.3802 1.1624 -1.0048 2.198 -0.427 0.888
O -0.7633 0.8539 -1.2670 -1.297 0.294 -0.002
O 0.9520 1.5843 0.0753 -0.954 -0.857 -3.091
H 2.0636 0.9930 -1.6350 1.787 0.105 -0.043
```
Positions in Å, forces in eV/Å.

Properties
- Molar mass: 914.61 g/mol
- Energy above the lowest of the compared OMol25 structures with the same formula, charge and spin: 0.0000 eV
- HOMO energy: -18.7 eV
- Kohn-Sham gap: 9.23 eV
- LUMO level: -9.457 eV
- Charge: +5